1.
{"formula": "C2H4I2", "method": "wB97M-V/def2-TZVPD", "elements": ["C", "C", "I", "I", "H", "H", "H", "H"], "coordinates": [[-0.209, 0.082, 0.340], [1.270, 0.037, -0.458], [2.379, -1.894, -0.003], [2.503, 1.714, 0.053], [-0.706, 0.883, -0.004], [-0.965, -0.693, 0.336], [-0.118, 0.264, 1.426], [1.094, 0.179, -1.518]], "largest_force_ha_per_bohr": 0.0772, "total_energy_ha": -673.94881, "e_above_lowest_ev": 0.925, "molar_mass_g_mol": 281.86, "lumo_ev": -0.39, "e_homo_ha": -0.3416}

---

2.
{"formula": "C4H8O2", "method": "wB97M-V/def2-TZVPD", "elements": ["C", "O", "C", "C", "C", "O", "H", "H", "H", "H", "H", "H", "H", "H"], "coordinates": [[0.509, 0.507, -1.807], [0.113, -0.704, -1.152], [0.594, -0.809, 0.039], [-0.181, 0.820, 0.916], [-0.371, -0.689, 1.161], [-1.647, -1.189, 0.920], [1.608, 0.591, -1.804], [0.113, 1.146, -0.317], [0.121, 0.470, -2.827], [1.656, -0.608, 0.195], [-1.163, 1.304, 0.945], [0.498, 1.281, 1.633], [-0.017, -1.068, 2.120], [-1.833, -1.054, -0.021]], "largest_force_ha_per_bohr": 0.0069, "total_energy_ha": -307.49531, "e_above_lowest_ev": 5.908, "molar_mass_g_mol": 88.11, "lumo_ev": 0.31, "e_homo_ha": -0.2790}

---

3.
{"formula": "C4H8N2O", "method": "wB97M-V/def2-TZVPD", "elements": ["C", "C", "C", "C", "H", "H", "H", "H", "H", "H", "H", "H", "N", "N", "O"], "coordinates": [[-0.144, -1.443, -0.749], [-0.189, -0.288, 0.206], [1.008, 1.119, -1.106], [1.609, 2.273, -1.510], [0.752, -2.061, -1.028], [-0.369, -1.080, -1.817], [-0.863, -2.140, -0.328], [-0.947, 0.287, 2.026], [-1.492, -1.990, 2.437], [1.252, 0.411, -1.866], [1.833, 3.170, -0.900], [2.230, 2.213, -2.479], [-0.623, -0.527, 1.515], [0.227, 0.900, -0.004], [-1.667, -1.424, 1.542]], "largest_force_ha_per_bohr": 0.0981, "total_energy_ha": -341.83841, "e_above_lowest_ev": 4.496, "molar_mass_g_mol": 100.12, "lumo_ev": 0.56, "e_homo_ha": -0.3031}

---

4.
{"formula": "C4H6ClN", "method": "wB97M-V/def2-TZVPD", "elements": ["C", "C", "C", "C", "N", "Cl", "H", "H", "H", "H", "H", "H"], "coordinates": [[0.662, -0.453, 0.231], [1.801, -1.173, 0.692], [-0.702, -0.829, 0.705], [0.847, 0.738, -0.646], [2.846, -1.808, 1.134], [3.480, -3.143, 0.218], [-1.425, -0.597, -0.076], [-0.981, -0.257, 1.593], [-0.763, -1.887, 0.951], [0.617, 0.468, -1.677], [1.869, 1.112, -0.617], [0.159, 1.525, -0.343]], "largest_force_ha_per_bohr": 0.1092, "total_energy_ha": -670.85994, "e_above_lowest_ev": 2.412, "molar_mass_g_mol": 103.55, "lumo_ev": 0.34, "e_homo_ha": -0.3246}